6 unconnected molecules or ions with the total composition C30H47BrN5O3P in a non-equilibrium geometry. Source: the OMol25 dataset; level of theory: ωB97M-V/def2-TZVPD.

Structure (XYZ):
```
87
Properties=species:S:1:pos:R:3:mulliken_charge:R:1
O 5.88 1.96 2.95 -0.4824
C 4.93 1.20 2.62 0.4859
O 3.58 1.60 2.86 -0.3264
C 2.99 2.13 1.61 -0.4338
C 2.45 0.91 0.67 -0.0665
C 0.83 0.98 0.49 -0.3100
C 0.24 0.09 1.71 0.4328
C 0.35 -1.45 1.54 -0.2470
C -0.16 -2.34 2.70 -0.5630
C -0.74 -1.63 3.96 -0.4245
C -0.84 -0.09 4.12 -0.1992
C -0.33 0.82 2.95 -0.3232
P 5.41 -0.49 1.83 0.2256
O 6.87 -1.00 2.57 -0.4704
Br 5.95 -0.14 -0.36 -0.1025
H 3.76 2.69 0.99 0.3027
H 2.13 2.81 1.96 0.3212
H 3.01 0.84 -0.32 0.2517
H 2.69 -0.05 1.27 0.2173
H 0.51 0.55 -0.53 -0.4405
H 0.42 2.04 0.56 0.4474
H 0.82 -1.86 0.58 0.3654
H -0.06 -3.47 2.58 0.3399
H -1.09 -2.30 4.81 0.2378
H -1.27 0.43 5.04 0.0931
H -0.34 1.97 3.01 0.2316
H 7.00 -1.97 2.43 0.3605
C 6.93 -1.41 -4.53 -1.0414
C 7.77 -2.67 -4.38 -0.3977
C 6.92 -3.95 -4.36 -0.3758
C 5.97 -3.91 -3.19 0.2284
N 5.23 -3.88 -2.28 -0.4170
H 6.25 -1.28 -3.68 0.2625
H 7.57 -0.53 -4.57 0.3084
H 6.33 -1.44 -5.45 0.3148
H 8.36 -2.60 -3.46 0.2746
H 8.47 -2.73 -5.22 0.3005
H 7.57 -4.83 -4.27 0.2750
H 6.35 -4.05 -5.28 0.2765
C -1.24 2.29 -4.05 -1.2247
C -1.12 0.99 -4.83 -0.0387
C -0.95 -0.23 -3.93 -0.5583
C 0.31 -0.10 -3.12 0.3768
N 1.29 0.01 -2.48 -0.5792
H -0.33 2.50 -3.48 0.4549
H -1.39 3.13 -4.74 0.2937
H -2.09 2.26 -3.36 0.2990
H -0.27 1.06 -5.52 0.2780
H -2.02 0.86 -5.44 0.1146
H -0.88 -1.14 -4.53 0.3545
H -1.80 -0.34 -3.25 0.3076
C -3.37 1.83 -9.67 -1.1204
C -4.63 2.57 -9.23 -0.4276
C -4.46 3.27 -7.87 -0.3792
C -4.16 2.25 -6.81 0.2668
N -3.92 1.45 -5.97 -0.5337
H -3.11 1.03 -8.97 0.3352
H -3.52 1.37 -10.65 0.3240
H -2.51 2.51 -9.74 0.3015
H -5.46 1.86 -9.18 0.2956
H -4.88 3.32 -9.98 0.3096
H -5.38 3.80 -7.61 0.2988
H -3.65 4.00 -7.91 0.2671
C -5.32 -4.10 5.36 -1.1414
C -4.69 -5.44 5.73 -0.4255
C -3.16 -5.38 5.81 -0.3496
C -2.60 -4.98 4.48 0.1949
N -2.16 -4.67 3.43 -0.4295
H -5.01 -3.77 4.37 0.3545
H -6.41 -4.18 5.35 0.3218
H -5.05 -3.32 6.09 0.3047
H -4.99 -6.19 5.00 0.2906
H -5.08 -5.76 6.70 0.3083
H -2.76 -6.35 6.09 0.2974
H -2.85 -4.65 6.56 0.2861
C -2.97 5.21 7.16 -1.1718
C -1.72 4.36 6.94 -0.6276
C -2.05 2.97 6.39 -0.1460
C -2.92 2.22 7.35 0.3030
N -3.61 1.64 8.11 -0.4968
H -3.63 4.77 7.91 0.3612
H -2.69 6.20 7.53 0.3362
H -3.53 5.34 6.23 0.2944
H -1.19 4.26 7.89 0.3158
H -1.06 4.87 6.25 0.3633
H -1.13 2.40 6.23 0.2185
H -2.56 3.05 5.42 0.2896
```

E: -124790.2356 eV
Molecular weight: 636.6 g mol⁻¹
E_LUMO: -0.0073 Ha
Spin multiplicity: 1
SMILES string: O=C(OCCCc1ccccc1)P(O)Br.CCCC#N.CCCC#N.CCCC#N.CCCC#N.CCCC#N
HOMO energy: -8.0 eV



A molecular structure, C30H47Cl2N4NiO7SSi in a non-equilibrium geometry. Source: the OMol25 dataset; level of theory: ωB97M-V/def2-TZVPD.

Structure (XYZ):
```
93
Properties=species:S:1:pos:R:3:lowdin_spin:R:1
C -3.38 0.05 -3.21 0.0000
C -3.57 0.30 -1.75 0.0017
H -4.19 -0.56 -3.63 0.0000
H -2.42 -0.46 -3.40 0.0000
H -3.38 1.00 -3.77 -0.0001
C -4.77 0.32 -1.15 0.0020
C -6.07 -0.01 -1.78 0.0004
H -4.85 0.69 -0.12 0.0001
H -5.99 -0.28 -2.84 0.0000
H -6.75 0.85 -1.71 0.0000
H -6.57 -0.83 -1.25 0.0001
Ni 0.54 -1.01 0.11 1.8022
Cl 1.47 -3.32 -0.84 0.0293
C -0.01 1.23 2.49 0.0018
O -0.14 0.07 2.06 0.0221
N 0.01 1.55 3.79 0.0010
C -0.18 0.49 4.77 0.0001
C -0.13 2.93 4.25 0.0002
H 0.08 2.10 1.81 0.0000
H 0.34 -0.41 4.43 0.0001
H -1.25 0.28 4.92 0.0000
H 0.25 0.84 5.72 0.0000
H 0.33 3.61 3.52 0.0000
H 0.38 3.03 5.22 0.0001
H -1.19 3.21 4.38 0.0000
H 5.51 -1.46 2.84 0.0000
H 6.48 -0.84 0.97 0.0001
C 4.53 -1.75 2.47 0.0004
C 5.70 -1.24 0.31 0.0004
N 4.46 -1.34 1.08 0.0002
H 3.73 -1.24 3.03 0.0002
C 3.27 -1.21 0.52 0.0022
O 2.19 -1.45 1.15 0.0374
H 5.54 -0.56 -0.54 0.0000
H 3.27 -0.86 -0.52 0.0001
H 4.40 -2.84 2.56 0.0000
H 6.02 -2.22 -0.07 0.0000
H -3.12 -2.56 -1.31 0.0002
H -4.82 -1.88 0.83 0.0004
C -2.82 -3.31 -0.57 0.0004
C -4.23 -2.65 1.34 0.0007
N -2.90 -2.75 0.77 0.0073
H -1.80 -3.64 -0.79 0.0000
C -1.79 -2.40 1.44 0.0069
O -0.64 -2.47 0.96 0.0135
H -4.16 -2.40 2.40 0.0000
H -1.97 -2.06 2.47 0.0000
H -3.53 -4.15 -0.64 0.0001
H -4.76 -3.61 1.22 0.0001
O -1.51 -0.48 -0.86 0.0342
C -2.27 0.62 -0.97 0.0032
C -3.01 0.56 1.42 -0.0003
C -2.52 1.32 0.37 -0.0003
H -3.10 -0.52 1.26 -0.0001
C -3.44 1.15 2.60 0.0000
H -1.77 1.34 -1.64 -0.0001
C -2.36 2.69 0.53 -0.0001
H -3.84 0.53 3.41 0.0000
C -3.37 2.54 2.73 -0.0001
C -2.82 3.30 1.70 0.0000
H -1.93 3.28 -0.29 0.0000
H -3.75 3.03 3.63 0.0000
H -2.76 4.39 1.80 0.0000
Si 1.35 -2.93 -3.00 -0.0001
Cl -0.64 -2.19 -2.79 -0.0005
C 1.59 -4.83 -3.30 0.0010
C 2.63 -1.53 -2.93 -0.0005
C 1.40 -2.90 -4.99 0.0001
H 1.56 -5.40 -2.35 0.0006
H 2.58 -5.02 -3.75 0.0000
H 0.83 -5.26 -3.95 0.0001
H 0.51 -3.41 -5.39 0.0000
H 2.30 -3.40 -5.37 0.0000
H 1.41 -1.86 -5.34 0.0000
H 2.14 -0.62 -2.56 -0.0002
H 3.03 -1.28 -3.93 0.0000
H 3.49 -1.77 -2.30 0.0000
O 2.55 1.24 1.60 -0.0013
C 2.26 1.67 0.47 0.0019
N 1.50 0.94 -0.42 0.0249
S 0.76 1.79 -1.62 0.0029
O 2.13 2.66 -2.23 0.0019
O 0.49 0.91 -2.74 -0.0004
C 2.84 3.35 -1.30 -0.0001
C 3.60 4.45 -1.74 0.0000
C 4.20 5.27 -0.79 -0.0002
C 4.13 4.94 0.58 0.0001
C 3.47 3.78 0.98 0.0002
C 2.79 2.99 0.04 0.0013
H 3.67 4.64 -2.81 0.0000
H 4.71 6.18 -1.11 0.0000
H 4.60 5.58 1.32 0.0000
H 3.45 3.48 2.04 0.0000
```

Charge: -1
E: -136969.5879 eV
Expectation value of S²: 2.0038
Molecular weight: 765.5 g mol⁻¹
E_LUMO: 0.0863 Ha
Spin multiplicity: 3
HOMO energy: -4.2 eV
Energy relative to the best compared isomer or geometry (same formula, charge and spin): 0.000 eV



A molecular structure, C30H47F2IN2O3 in a non-equilibrium geometry. Source: the OMol25 dataset; level of theory: ωB97M-V/def2-TZVPD.

Structure (XYZ):
```
85
Properties=species:S:1:pos:R:3:mulliken_charge:R:1
C 1.37 2.56 1.07 -1.0644
C 0.76 1.54 1.83 0.1152
N -0.18 0.52 1.25 2.0408
C -0.60 0.80 -0.16 -1.3739
C 0.47 0.41 -1.26 1.1134
C 0.08 0.92 -2.70 -1.1120
C -1.44 0.75 -3.09 -0.3626
C -1.85 -0.68 -3.62 -1.0614
C -1.50 -1.88 -2.65 0.1047
C -0.19 -2.59 -3.21 -0.0322
C -0.04 -4.10 -2.78 -0.1255
O 1.14 -4.24 -1.94 -0.4076
C 2.34 -4.26 -2.72 -0.4689
C 0.65 -0.77 1.43 -1.3128
C 2.22 -0.65 1.46 0.1030
C 2.79 -2.14 1.20 -0.9165
C 3.76 -2.12 -0.04 -0.1402
C 5.03 -1.19 0.16 -0.5903
C 5.09 -0.11 -1.01 -0.9758
C 0.28 -1.09 2.97 -0.9376
C -1.29 -0.99 2.83 -0.5421
N -2.17 -1.29 3.98 0.0423
C -3.56 -1.09 3.55 0.3934
O -4.00 -1.52 2.54 -0.3766
F -4.41 -0.41 4.37 -0.2593
C -2.13 -2.71 4.31 0.5333
O -1.42 -3.50 3.80 -0.3485
F -3.02 -3.17 5.25 -0.2511
C -1.44 0.41 2.08 -0.5747
C -1.85 1.69 2.93 -0.4156
C -2.18 2.92 2.01 0.3326
C -1.37 4.13 2.23 -0.7200
C -1.52 5.33 1.42 -0.5597
C -2.52 5.31 0.35 0.9734
C -2.67 6.58 -0.54 -1.2554
C -3.36 4.11 0.15 -0.8855
C -3.20 2.89 0.96 -0.3039
H 1.09 3.64 1.14 0.2826
H 2.23 2.28 0.40 0.2479
H 0.98 1.57 2.93 0.2351
H -1.53 0.25 -0.47 0.6195
H -0.88 1.90 -0.25 0.0650
H 0.56 -0.71 -1.32 -0.4066
H 1.49 0.83 -1.04 -0.3469
H 0.30 2.03 -2.72 0.4658
H 0.72 0.46 -3.50 0.4313
H -2.17 1.05 -2.29 0.0882
H -1.62 1.47 -3.95 0.4534
H -2.98 -0.66 -3.71 0.3707
H -1.44 -0.79 -4.65 0.3818
H -2.32 -2.64 -2.75 0.6368
H -1.44 -1.60 -1.56 -0.4925
H 0.76 -2.05 -2.97 -0.1679
H -0.29 -2.57 -4.33 0.3220
H 0.04 -4.72 -3.77 -0.3505
H -0.97 -4.38 -2.21 0.3844
H 2.52 -5.22 -3.26 0.3296
H 2.40 -3.41 -3.46 0.2879
H 3.19 -4.10 -2.00 0.0325
H 0.18 -1.54 0.77 0.7961
H 2.65 -0.03 0.63 -0.3683
H 2.63 -0.37 2.47 0.4085
H 1.92 -2.85 1.04 0.4706
H 3.40 -2.46 2.10 0.2761
H 4.14 -3.15 -0.22 0.4975
H 3.16 -1.72 -0.91 -0.0687
H 5.95 -1.82 0.06 0.3723
H 5.03 -0.64 1.14 0.2628
H 6.00 0.55 -0.94 0.3519
H 4.17 0.53 -1.06 0.1771
H 5.18 -0.63 -2.00 0.2915
H 0.64 -2.14 3.12 0.7232
H 0.71 -0.43 3.76 0.2390
H -1.53 -1.75 2.03 0.6153
H -2.40 0.25 1.51 0.3314
H -2.83 1.45 3.45 0.5192
H -1.12 1.94 3.74 0.2734
H -0.59 4.12 3.03 0.3796
H -0.85 6.19 1.64 0.3636
H -3.46 6.40 -1.32 0.3199
H -2.80 7.54 0.02 0.3272
H -1.70 6.67 -1.13 0.2888
H -4.09 4.19 -0.69 0.2555
H -3.82 1.98 0.77 0.4165
I 0.74 -5.27 -5.67 -0.7678
```

E: -54521.0548 eV
Molecular weight: 648.6 g mol⁻¹
E_LUMO: -0.0971 Ha
Spin multiplicity: 1
HOMO energy: -5.2 eV



A molecular structure, C30H47Ge2N3OV in a non-equilibrium geometry. Source: the OMol25 dataset; level of theory: ωB97M-V/def2-TZVPD.

Structure (XYZ):
```
84
Properties=species:S:1:pos:R:3:lowdin_spin:R:1
V 0.45 0.72 -0.27 1.8350
C 3.80 -1.82 -2.30 0.0018
C 2.99 -0.63 -1.75 0.0053
Ge 2.11 -1.07 -0.02 0.0532
C 3.45 -1.09 1.41 0.0148
C 4.14 -2.46 1.52 0.0033
C 1.35 -2.84 -0.22 -0.0038
C 0.04 -3.02 -0.39 0.0122
Ge -1.04 -1.37 -0.34 0.1387
C -2.44 -1.37 1.00 0.0113
C -3.36 -2.59 1.09 0.0044
C -1.63 -0.69 -2.10 0.0622
C -2.82 -1.41 -2.74 0.0204
C -0.61 -4.34 -0.61 0.0030
C 0.06 -5.54 -0.33 0.0004
C -0.55 -6.76 -0.55 0.0001
C -1.84 -6.83 -1.07 0.0000
C -2.52 -5.65 -1.34 0.0001
C -1.91 -4.43 -1.11 0.0020
H 4.27 -1.55 -3.25 0.0005
H 3.16 -2.68 -2.48 0.0000
H 4.59 -2.13 -1.61 0.0001
H 2.22 -0.34 -2.47 0.0000
H 3.63 0.24 -1.60 0.0002
H 2.96 -0.84 2.35 -0.0004
H 4.17 -0.30 1.20 0.0001
H 3.43 -3.24 1.78 0.0000
H 4.91 -2.44 2.29 0.0010
H 4.62 -2.75 0.58 0.0000
H 2.02 -3.70 -0.26 -0.0008
H -3.02 -0.45 0.83 0.0000
H -1.92 -1.22 1.95 0.0009
H -3.99 -2.69 0.20 0.0000
H -4.02 -2.50 1.95 0.0007
H -2.80 -3.52 1.20 0.0001
H -0.75 -0.73 -2.76 0.0010
H -1.87 0.36 -1.94 0.0055
H -2.56 -2.42 -3.05 0.0003
H -3.15 -0.87 -3.63 0.0038
H -3.67 -1.47 -2.06 0.0004
H 1.06 -5.51 0.09 0.0000
H -0.01 -7.67 -0.32 0.0000
H -2.31 -7.79 -1.24 0.0000
H -3.53 -5.69 -1.73 0.0000
H -2.46 -3.52 -1.33 0.0014
C 0.51 -0.18 3.55 -0.0015
C -0.70 0.71 3.49 -0.0157
C -1.42 1.03 4.63 0.0022
C -2.53 1.86 4.56 -0.0165
C -2.94 2.37 3.34 0.0024
C -2.25 2.07 2.17 -0.0168
C -2.72 2.65 0.86 -0.0017
C -1.13 1.24 2.26 -0.0104
N -0.40 0.93 1.09 -0.1589
H 0.66 -0.57 4.56 0.0001
H 1.41 0.37 3.26 -0.0001
H 0.42 -1.02 2.86 -0.0008
H -1.10 0.63 5.59 0.0003
H -3.08 2.10 5.46 -0.0010
H -3.81 3.01 3.29 0.0003
H -3.81 2.66 0.81 -0.0003
H -2.34 2.08 0.02 0.0008
H -2.38 3.68 0.74 -0.0007
C 1.94 3.31 0.97 0.0108
N 1.45 4.03 -0.20 0.0019
C 1.27 5.48 -0.01 0.0003
C 0.41 6.07 -1.11 0.0001
C 0.92 5.56 -2.45 0.0001
N 0.86 4.09 -2.45 0.0010
C 0.65 3.43 -3.73 0.0003
C 1.16 3.41 -1.34 0.0044
O 1.19 2.11 -1.39 0.0107
H 1.15 3.17 1.71 0.0005
H 2.75 3.89 1.41 0.0004
H 2.33 2.34 0.68 0.0077
H 2.25 5.96 0.02 0.0001
H 0.80 5.63 0.96 0.0001
H 0.45 7.15 -1.07 0.0000
H -0.63 5.76 -0.99 0.0000
H 1.95 5.89 -2.63 0.0001
H 0.31 5.91 -3.27 0.0000
H -0.25 3.82 -4.20 0.0000
H 0.53 2.36 -3.59 0.0002
H 1.50 3.60 -4.39 0.0000
```

Charge: +1
E: -177103.9154 eV
Expectation value of S²: 2.0601
Molecular weight: 661.9 g mol⁻¹
E_LUMO (alpha / beta): -0.0876 / -0.1363 Ha
Spin multiplicity: 3
HOMO energy (alpha / beta): -10.6 / -10.5 eV
Energy relative to the best compared isomer or geometry (same formula, charge and spin): 0.260 eV



6 unconnected molecules or ions with the total composition C30H47NO9 in a non-equilibrium geometry. Source: the OMol25 dataset; level of theory: ωB97M-V/def2-TZVPD.

Structure (XYZ):
```
87
Properties=species:S:1:pos:R:3:mulliken_charge:R:1
O 4.38 -0.45 6.41 -0.5312
C 4.54 -0.38 5.22 0.6364
O 4.72 0.79 4.57 -0.4665
C 4.51 -1.59 4.31 -0.8060
N 3.16 -1.81 3.81 0.1327
C 2.06 -1.80 4.74 -0.6186
O 1.81 -2.68 5.50 -0.5469
C 1.33 -0.53 4.46 1.3731
C 0.41 0.17 5.23 -0.8621
C -0.09 1.36 4.69 -0.6808
C 0.32 1.82 3.45 -0.4952
C 1.24 1.10 2.68 -1.0574
C 1.73 -0.08 3.23 1.0138
C 2.76 -1.02 2.69 0.0859
O 3.16 -1.14 1.58 -0.5935
H 4.22 1.47 5.05 0.3573
H 4.85 -2.45 4.88 0.3336
H 5.14 -1.41 3.45 0.4485
H 0.12 -0.19 6.20 0.5116
H -0.79 1.95 5.27 0.4821
H -0.08 2.74 3.06 0.6403
H 1.58 1.43 1.71 0.6073
C -1.20 -4.34 2.83 -0.8016
C -2.22 -3.78 1.84 -0.1569
C -2.04 -2.28 2.00 -0.5708
O -0.66 -2.08 2.34 -0.2084
C -0.06 -3.34 2.68 0.0171
H -0.89 -5.36 2.62 0.4087
H -1.60 -4.30 3.85 0.3101
H -1.97 -4.08 0.83 -0.1226
H -3.25 -4.11 2.04 0.4828
H -2.66 -1.89 2.82 0.2819
H -2.27 -1.73 1.09 0.2391
H 0.61 -3.62 1.86 0.2369
H 0.53 -3.23 3.58 -0.0851
C -2.58 -3.98 -3.70 -0.3755
C -3.32 -5.21 -3.18 -0.7231
C -2.99 -5.17 -1.70 -0.4873
O -2.82 -3.79 -1.36 -0.3223
C -2.76 -3.00 -2.56 -0.3045
H -2.97 -3.60 -4.65 0.3538
H -1.52 -4.22 -3.84 0.1761
H -4.40 -5.09 -3.33 0.3001
H -3.02 -6.14 -3.66 0.3375
H -2.04 -5.69 -1.49 0.3245
H -3.76 -5.61 -1.07 0.3337
H -3.70 -2.45 -2.65 0.2396
H -1.94 -2.29 -2.47 0.1575
C 0.48 -0.66 -6.10 -0.6940
C -0.19 0.71 -6.12 -0.2361
C -1.64 0.36 -5.81 -0.5406
O -1.60 -0.80 -4.97 -0.3512
C -0.27 -1.35 -4.98 -0.1816
H 1.55 -0.61 -5.93 0.3480
H 0.30 -1.17 -7.05 0.3412
H 0.23 1.34 -5.33 -0.0216
H -0.07 1.24 -7.07 0.4020
H -2.19 0.11 -6.72 0.2659
H -2.17 1.16 -5.29 0.2814
H 0.19 -1.14 -4.00 0.2281
H -0.33 -2.43 -5.10 0.1789
C 3.40 3.12 -3.09 -0.5876
C 3.67 1.65 -2.79 -0.5205
C 2.78 0.95 -3.80 -0.1977
O 2.71 1.82 -4.94 -0.3815
C 3.25 3.10 -4.60 -0.4042
H 4.18 3.79 -2.75 0.3550
H 2.46 3.43 -2.62 0.2445
H 4.72 1.41 -2.98 0.2641
H 3.45 1.36 -1.76 0.3022
H 1.76 0.81 -3.41 0.0807
H 3.16 -0.02 -4.11 0.2954
H 4.22 3.20 -5.10 0.2591
H 2.58 3.88 -4.98 0.2721
C -2.92 6.93 2.92 -0.5374
C -3.30 5.76 2.01 -0.6203
C -1.96 5.07 1.82 -0.3285
O -1.22 5.29 3.03 -0.3706
C -1.87 6.28 3.82 -0.4457
H -3.76 7.34 3.48 0.3350
H -2.47 7.73 2.33 0.2532
H -4.00 5.10 2.52 0.2813
H -3.75 6.07 1.07 0.3361
H -1.40 5.50 0.99 0.2702
H -2.06 3.99 1.66 0.2903
H -2.34 5.79 4.68 0.2631
H -1.13 7.00 4.18 0.2654
```

E: -51788.1266 eV
Molecular weight: 565.7 g mol⁻¹
E_LUMO: 0.0018 Ha
Spin multiplicity: 1
SMILES string: O=C(O)CN1C(=O)c2ccccc2C1=O.C1CCOC1.C1CCOC1.C1CCOC1.C1CCOC1.C1CCOC1
HOMO energy: -9.1 eV